No. 1
38
Properties=species:S:1:pos:R:3:forces:R:3:nbo_charge:R:1 method="wB97M-V/def2-TZVPD" charge=0 homo_energy_ha="-0.357 / -0.356" de_lowest_ev=0.000 multiplicity=2 s_squared=0.7573
C 2.307036 2.079655 0.001934 0.00 0.80 -0.33 0.426
O 3.203934 2.559520 0.644968 -0.05 -0.34 0.25 -0.499
C 2.196555 0.632837 -0.377262 0.74 -0.14 0.47 -0.545
C 1.561816 -0.321581 0.660689 -1.07 0.22 0.03 -0.465
C 0.052249 -0.294661 0.504489 1.41 -0.32 -0.26 0.273
C -0.655399 0.865427 0.794027 -1.28 0.02 0.27 0.040
N -1.997188 0.879505 0.661612 1.83 0.81 -0.29 -0.660
C -0.540326 -1.456283 -0.145879 -1.50 -0.46 0.23 -0.778
H -0.012071 4.440534 -2.457521 0.12 0.21 0.15 -0.020
H 1.569613 2.780003 -0.449043 -0.19 -0.18 0.10 0.106
H 1.681394 0.543398 -1.334463 0.13 -0.10 0.02 0.285
H 3.234726 0.304905 -0.486567 -0.06 -0.04 -0.18 0.254
H 1.896751 -1.324888 0.445912 0.05 -0.26 -0.08 0.244
H 1.822881 -0.163637 1.712892 0.25 0.51 -0.17 0.244
H -0.161534 1.774503 1.116931 0.04 -0.13 0.39 0.221
H -2.447367 1.781476 0.752392 -0.11 -0.08 0.15 0.412
H -2.337001 0.351733 -0.159574 -1.04 -0.58 0.41 0.467
H -1.548357 -1.722959 0.193107 -0.06 0.34 0.14 0.241
H 0.047577 -2.350189 -0.065994 0.52 -0.18 -0.18 0.271
H -0.728777 -1.193834 -1.202282 0.34 -0.01 0.11 0.343
H 1.151998 -2.618275 -2.466784 -0.08 -0.61 0.01 0.486
H 1.943299 -1.983875 -1.528816 0.50 -0.11 0.28 0.464
O 1.694395 -2.900457 -1.708067 -0.18 0.50 -0.34 -0.954
H -0.851235 -0.768555 4.035520 -0.17 -0.09 0.00 0.480
H 0.245651 0.267180 3.738711 0.02 0.04 -0.03 0.454
O -0.149691 -0.249494 4.444057 0.06 0.00 0.05 -0.935
H -4.082252 -0.343370 -1.853523 0.30 -0.04 -0.31 0.497
H -2.544384 0.322608 -1.910148 0.29 -0.01 -0.98 0.526
O -3.379555 0.120088 -1.398829 -0.46 0.08 0.71 -1.041
H -0.798893 1.396996 -1.589624 0.09 0.27 -0.33 0.421
H -0.348599 3.924845 -2.859290 -0.12 -0.23 -0.13 0.019
O -1.035512 0.732001 -2.240445 -0.44 -0.10 0.38 -1.169
H -2.365272 -0.872236 2.311121 -0.34 -0.14 0.07 0.466
H -1.823295 -2.282574 2.331804 -0.30 -0.08 0.18 0.469
O -2.503537 -1.728881 2.744483 0.67 0.27 -0.22 -0.928
H 0.849255 -0.766636 -3.876081 -0.05 0.31 0.27 0.473
H 0.065825 -0.047826 -2.608181 0.38 0.14 -0.73 0.501
O 0.944346 -0.565236 -2.935650 -0.24 -0.30 -0.08 -1.088

---

No. 2
37
Properties=species:S:1:pos:R:3:forces:R:3:nbo_charge:R:1 method="wB97M-V/def2-TZVPD" charge=+2 homo_energy_ha="-0.657 / -0.656" multiplicity=3 s_squared=2.0028
Ni -0.045102 -0.075569 0.062668 -0.27 -1.10 -0.31 1.605
C -0.075242 -2.444489 -2.310492 1.00 0.44 -0.06 -0.259
O -0.756782 -1.434069 -1.496792 0.75 -0.25 0.12 -0.797
H -0.083022 -2.165699 -3.364202 -0.79 -0.30 -0.03 0.211
H 0.999448 -2.413329 -2.131132 -0.01 0.26 0.65 0.174
H -0.355762 -3.471899 -2.078442 -0.63 0.32 -0.17 0.226
H -1.564602 -1.159659 -1.936932 -0.22 -0.20 -0.04 0.509
C -3.103862 0.760111 0.102998 -1.12 -0.16 -0.62 -0.268
O -2.138542 -0.034229 0.770038 0.95 -0.13 0.05 -0.788
H -2.674242 1.067411 -0.850472 -0.14 0.40 0.32 0.189
H -3.967362 0.132841 -0.118342 -0.08 0.00 -0.14 0.205
H -3.471142 1.558241 0.748118 0.35 0.33 -0.29 0.206
H -2.587682 -0.381219 1.544298 0.38 -0.35 0.28 0.515
C -0.197332 -1.974939 2.550588 -3.85 -0.50 2.73 -0.275
O 0.347778 -1.682879 1.345878 2.03 0.45 -1.84 -0.763
H -0.883712 -1.172839 2.821888 0.38 0.43 0.36 0.168
H -0.923572 -2.780689 2.443548 0.29 -0.59 0.05 0.199
H 0.439698 -2.203809 3.404928 0.49 0.22 -0.42 0.221
H 1.177878 -2.164929 1.358878 0.46 0.18 -0.91 0.520
C 2.898008 0.709641 -0.443392 0.72 1.42 0.05 -0.270
O 1.991268 -0.391989 -0.501512 -0.19 0.32 0.04 -0.786
H 2.604598 1.572251 -1.041642 -0.44 -0.29 -0.54 0.180
H 2.952018 1.156471 0.549338 0.21 -0.76 0.23 0.201
H 3.868328 0.391171 -0.824382 0.05 0.06 0.42 0.220
H 2.405398 -0.967499 -1.148732 -0.54 -0.49 -0.13 0.518
C -0.143522 1.466631 -2.748132 0.57 0.38 -0.02 -0.253
O -0.308722 1.488941 -1.298412 0.07 -0.57 0.09 -0.810
H -0.486032 0.510821 -3.144622 -0.39 0.38 0.17 0.201
H -0.644572 2.355591 -3.131282 -0.24 -0.44 -0.30 0.223
H 0.910728 1.542861 -3.014312 0.09 0.06 0.20 0.199
H -0.321382 2.400801 -0.998482 -0.06 0.15 -0.12 0.509
C 0.799328 1.497501 2.786388 -0.14 0.50 2.29 -0.270
O 0.423498 1.306681 1.446368 0.03 0.38 -1.09 -0.783
H 1.765588 1.995291 2.867868 0.21 -0.45 -0.08 0.206
H 0.078918 2.191141 3.219958 -0.06 -0.01 0.19 0.203
H 0.727358 0.594131 3.392068 0.30 -0.09 -0.47 0.214
H 0.342338 2.221201 1.165888 -0.18 -0.01 -0.66 0.501

---

No. 3
36
Properties=species:S:1:pos:R:3:forces:R:3:nbo_charge:R:1 method="wB97M-V/def2-TZVPD" charge=0 homo_energy_ha=-0.363 de_lowest_ev=3.694 multiplicity=1 smiles=CO.CO.CO.CO.CO.CO
C -19.521930 -0.276142 -14.610882 0.99 1.24 0.68 -0.244
O -19.238949 -1.631088 -14.742393 -0.43 -0.79 -0.74 -0.749
H -20.313306 0.099848 -15.259301 -0.20 -0.52 0.07 0.176
H -19.683426 0.023815 -13.575481 -0.66 -0.18 0.15 0.163
H -18.634960 0.313325 -14.843035 0.25 0.13 -0.46 0.152
H -18.969317 -2.028828 -13.911302 0.05 0.27 0.26 0.487
C -22.390123 -6.485555 -11.696703 -0.28 0.89 -0.08 -0.237
O -22.218790 -7.557642 -10.851333 -0.12 -1.62 0.42 -0.736
H -22.926452 -6.749688 -12.608131 0.34 -0.38 -0.07 0.178
H -23.045849 -5.767993 -11.203514 0.11 0.68 -0.08 0.146
H -21.402109 -6.073725 -11.902428 -0.15 0.55 -0.51 0.153
H -21.713505 -7.240202 -10.099309 0.13 -0.11 0.37 0.488
C -20.584640 -3.107336 -10.051843 -0.36 -0.40 -0.43 -0.252
O -19.370664 -2.464579 -10.350695 0.53 0.40 0.67 -0.763
H -20.526514 -4.195777 -10.055721 0.39 -0.20 0.24 0.168
H -20.905747 -2.780259 -9.062895 -0.02 0.10 -0.16 0.180
H -21.338911 -2.897548 -10.810244 -0.26 0.41 0.10 0.169
H -19.005575 -2.766308 -11.185718 -0.33 -0.28 -0.33 0.496
C -22.342609 -5.490984 -8.023089 0.34 0.68 0.76 -0.263
O -21.257961 -6.385529 -8.350452 -0.99 0.62 -0.21 -0.740
H -22.392356 -5.427261 -6.936090 -0.50 -0.27 0.12 0.172
H -22.143545 -4.457765 -8.307585 0.27 -0.01 -0.44 0.162
H -23.321608 -5.721311 -8.443347 0.39 -0.75 -0.09 0.197
H -20.554148 -6.054886 -7.787495 0.43 -0.28 -0.17 0.481
C -18.216948 -1.770493 -7.035347 0.36 0.22 -0.47 -0.240
O -18.007853 -2.935729 -7.794162 0.17 -0.89 0.45 -0.756
H -17.468274 -1.027069 -7.309042 0.00 0.33 0.05 0.157
H -19.207134 -1.354136 -7.220509 -0.13 0.10 0.25 0.158
H -18.061645 -1.998658 -5.980866 -0.24 -0.12 -0.07 0.177
H -18.251605 -2.804346 -8.713359 -0.26 0.37 -0.31 0.490
C -16.981405 -3.558965 -12.388984 0.81 -0.94 -0.15 -0.270
O -18.351565 -3.422027 -12.790617 0.50 0.39 0.58 -0.765
H -16.312453 -3.539062 -13.249340 -0.05 0.34 -0.06 0.184
H -16.634494 -2.845906 -11.641111 -0.69 0.55 -0.33 0.201
H -16.784632 -4.513289 -11.900486 -0.39 -0.31 -0.04 0.179
H -18.507239 -3.968921 -13.564095 0.00 -0.21 -0.01 0.500

---

No. 4
37
Properties=species:S:1:pos:R:3:forces:R:3:nbo_charge:R:1 method="wB97M-V/def2-TZVPD" charge=0 homo_energy_ha=-0.333 de_lowest_ev=2.117 multiplicity=1 smiles="C=CC/C=C/C.O.O.O.O.O.O.O"
C 1.132350 0.929083 -2.489895 0.31 -0.32 -0.07 -0.430
C 1.109930 0.784598 -1.166974 0.00 -0.12 -1.22 -0.159
C 0.006262 1.059589 -0.226559 -0.27 0.88 1.56 -0.504
C -0.208980 -0.098791 0.734358 -0.83 0.27 -1.05 -0.172
C -0.742468 -1.245378 0.350938 -0.52 -1.08 0.56 -0.198
C -1.026880 -2.422878 1.279642 -0.61 1.12 0.09 -0.652
H 2.026730 0.598215 -3.009194 -0.04 0.17 -0.11 0.198
H 0.337723 1.292599 -3.129893 -0.09 0.34 0.27 0.172
H 2.009767 0.319007 -0.787669 -0.03 0.16 0.51 0.219
H -0.934906 1.448238 -0.617076 0.14 -0.67 -0.78 0.239
H 0.253651 1.931146 0.401321 0.51 -0.18 -0.03 0.221
H -0.021331 0.091630 1.770407 0.37 -0.24 0.36 0.205
H -1.177634 -1.428526 -0.626955 0.63 0.47 -0.39 0.199
H -1.764265 -2.070685 2.010411 0.02 -0.21 0.11 0.211
H -0.170980 -2.763508 1.854382 0.15 -0.22 -0.21 0.219
H -1.525298 -3.204843 0.712842 0.32 -0.35 0.14 0.208
O 0.074061 1.592120 3.976708 -0.01 -0.03 -0.23 -0.957
H 0.522528 1.791118 3.140203 -0.09 0.08 0.21 0.485
H 0.518615 0.766767 4.208939 -0.22 0.07 0.10 0.473
O 3.021016 -1.489927 0.029216 0.11 1.33 0.37 -1.005
H 2.444965 -2.020788 -0.540199 0.41 -0.65 0.16 0.515
H 3.586780 -1.959871 0.642780 -0.31 -0.69 -0.40 0.481
O -2.924454 2.197248 -1.704542 0.13 0.04 -0.31 -0.950
H -2.775365 2.370540 -0.768410 -0.19 -0.08 0.18 0.490
H -3.600931 1.518220 -1.769616 -0.06 0.09 0.22 0.464
O 1.778017 -2.845956 -2.199877 0.72 -0.16 0.37 -0.963
H 1.169015 -3.549968 -1.958296 -0.32 0.35 -0.22 0.483
H 1.303787 -2.061419 -2.484652 -0.60 -0.04 -0.05 0.498
O 2.057024 0.636494 2.436043 0.97 -0.05 -0.03 -0.975
H 2.458828 0.232928 1.652171 -0.34 -0.21 -0.21 0.503
H 2.832524 0.866287 2.963988 -0.15 0.13 0.09 0.477
O -2.648036 1.957521 1.590419 -0.03 0.20 -0.15 -0.961
H -2.119640 1.825167 2.387432 0.03 -0.05 0.00 0.494
H -3.160301 1.153415 1.479169 0.05 -0.15 0.14 0.471
O -1.414778 -0.788055 -3.165538 0.44 -1.11 -0.31 -0.960
H -0.984901 0.055716 -3.314524 -0.53 0.24 0.33 0.487
H -2.298422 -0.708205 -2.812383 -0.05 0.65 -0.01 0.474

---

No. 5
39
Properties=species:S:1:pos:R:3:forces:R:3:nbo_charge:R:1 method="wB97M-V/def2-TZVPD" charge=0 homo_energy_ha=-0.317 de_lowest_ev=6.778 multiplicity=1 smiles="CCN(CC)CC=O.O.O.O.O.O.O"
C -1.995992 -1.920868 0.113506 -2.08 -0.09 2.54 -0.660
C -0.711290 -2.533460 -0.316442 1.70 1.99 -1.95 -0.249
N 0.365067 -1.351469 -0.260687 -0.48 -1.28 1.54 -0.500
C 0.105228 -0.429313 0.935559 2.85 0.00 -1.50 -0.241
C 0.023600 -1.104606 2.308090 -1.31 -0.79 -2.02 -0.623
C 0.584375 -0.666034 -1.565662 -0.37 -2.61 0.15 -0.338
C -0.688378 -0.202945 -2.189294 0.59 0.96 0.54 0.351
O -0.809926 -0.491599 -3.327772 -1.16 -0.89 -3.42 -0.531
H -2.450155 -2.669818 0.930712 0.17 2.02 -1.93 0.217
H -1.892753 -0.855500 0.549548 -0.37 -2.18 -0.37 0.226
H -2.596898 -1.747993 -0.787195 -0.56 -0.47 0.58 0.220
H -0.917483 -2.649884 -1.443227 1.21 -0.94 1.68 0.223
H -0.396809 -3.479638 0.263095 -0.23 1.65 -1.17 0.211
H -0.613177 0.378943 0.740328 -0.22 -0.38 0.25 0.183
H 1.072776 0.124240 0.971406 -0.94 -0.40 0.01 0.209
H -1.005958 -1.365391 2.569426 0.15 0.14 0.21 0.205
H 0.591510 -2.037913 2.288977 0.25 0.30 0.28 0.213
H 0.423800 -0.356279 2.924181 0.48 0.46 1.56 0.225
H 1.047605 -1.387197 -2.352011 -0.83 0.98 1.54 0.237
H 1.244960 0.172099 -1.562435 0.71 0.19 0.72 0.237
H -1.411442 0.536583 -1.818905 0.25 -0.66 0.91 0.180
O 3.014132 -2.553564 0.576708 -4.55 -0.13 0.09 -1.003
H 1.901250 -2.419596 0.526133 3.95 0.21 -0.38 0.507
H 3.046292 -3.489140 0.804840 0.43 -0.02 -0.04 0.473
O 1.267014 1.916898 -0.274705 5.70 2.08 4.62 -0.955
H 0.572464 1.738651 -0.773166 -4.53 -1.11 -4.10 0.481
H 2.115123 2.137212 -0.700982 -0.84 -0.58 -0.44 0.512
O -2.344814 2.154181 1.883023 -0.86 3.24 -0.99 -0.932
H -2.702985 3.102076 1.707310 1.54 -1.91 0.23 0.469
H -3.138622 1.882570 2.322110 -0.67 -1.22 0.66 0.473
O 3.466420 0.087770 0.027741 -0.31 4.25 0.55 -0.975
H 3.400232 -0.828646 -0.036848 -0.57 -2.57 0.41 0.500
H 2.774090 0.506605 0.612531 1.25 -1.48 -1.02 0.471
O -1.793035 2.300641 -1.328580 -0.73 -1.53 3.78 -0.953
H -1.784901 3.206554 -1.446929 0.28 3.33 -1.47 0.477
H -2.007810 2.389152 -0.325902 0.45 -1.26 -1.96 0.488
O 0.653113 4.419759 -0.869698 1.18 2.61 6.58 -0.942
H 0.976002 3.692144 -0.209668 -0.74 2.38 -0.34 0.479
H 0.617371 3.794777 -1.465106 -0.79 -4.32 -6.34 0.435

---

No. 6
39
Properties=species:S:1:pos:R:3:forces:R:3:nbo_charge:R:1 method="wB97M-V/def2-TZVPD" charge=0 homo_energy_ha=-0.316 de_lowest_ev=3.004 multiplicity=1 smiles="C=C/C(=C/C)NC.O.O.O.O.O.O.O"
C 2.086794 -2.219918 -1.564468 1.48 0.40 -0.49 -0.396
C 0.959835 -2.883881 -1.388607 -0.18 0.97 0.68 -0.224
C -0.181119 -2.291188 -0.611943 -1.37 -1.87 -1.38 0.096
C -0.893819 -3.174265 0.109020 0.22 0.93 0.75 -0.161
C -2.029327 -2.730963 1.016042 0.79 -0.11 -0.10 -0.646
N -0.722657 -0.996164 -0.932092 0.15 -1.47 0.49 -0.691
C -0.743950 -0.716578 -2.360294 0.15 1.24 -0.31 -0.417
H 2.993909 -2.535308 -2.068134 -0.35 -0.91 -0.26 0.198
H 2.321240 -1.214568 -1.231927 -0.92 0.17 0.45 0.191
H 0.768648 -3.885830 -1.748093 0.40 -0.09 -0.07 0.215
H -0.447692 -4.154170 0.238825 -0.23 -0.12 0.01 0.199
H -2.944336 -2.447933 0.500291 0.02 -0.01 -0.14 0.224
H -1.619067 -1.857041 1.521172 -0.56 0.15 0.27 0.207
H -2.253249 -3.469761 1.782039 -0.06 -0.09 -0.09 0.218
H -0.237208 -0.344881 -0.347502 0.16 0.83 -0.61 0.386
H 0.009112 -1.208562 -2.974990 0.17 -0.29 0.33 0.193
H -0.556714 0.351555 -2.501078 -0.21 0.00 -0.02 0.195
H -1.711961 -0.921714 -2.820301 -0.10 -0.11 0.29 0.201
O -3.219254 1.001305 -1.064466 -0.02 -0.03 0.14 -0.953
H -2.630416 1.638752 -0.647944 0.04 0.03 -0.02 0.469
H -2.853265 0.156438 -0.768430 0.10 -0.06 -0.11 0.481
O 0.297598 3.794446 -0.269448 -0.43 0.34 -0.18 -0.983
H -0.249510 4.381765 -0.804706 0.36 0.11 -0.22 0.474
H -0.375408 3.446925 0.336526 0.08 -0.27 0.33 0.497
O 0.741795 2.508245 2.855946 -0.50 0.12 0.13 -0.987
H 1.140654 1.699385 3.193597 0.39 0.14 -0.06 0.491
H 1.417310 3.018313 2.365984 0.16 -0.70 0.26 0.512
O 1.248298 1.031165 -0.579329 0.40 -0.22 0.75 -0.982
H 1.610740 1.237700 -1.444177 -0.34 0.31 -0.07 0.494
H 0.480502 1.587016 -0.382791 0.12 0.33 -0.63 0.510
O 2.842556 2.692215 1.158063 -0.11 0.26 -0.40 -0.970
H 2.881074 3.499606 0.630875 0.15 0.10 0.13 0.478
H 2.252045 2.145231 0.607292 0.24 -0.24 0.08 0.494
O 0.904516 -0.860010 2.315704 -0.08 0.28 0.11 -0.938
H 0.335522 -0.886726 1.541701 -0.15 -0.17 -0.02 0.466
H 1.782387 -0.836579 1.930196 0.30 -0.05 -0.03 0.476
O -1.132228 1.925457 1.067270 0.06 -0.66 0.39 -1.024
H -0.385501 1.767003 1.699326 -0.08 0.64 -0.13 0.515
H -1.887853 1.753521 1.640851 -0.23 0.08 -0.22 0.493

---

Respective strongest force on any atom values: 2.03, 4.75, 1.73, 1.81, 7.72, 2.70 eV Å⁻¹.